{
  "formula": "C27H35N2OP3Y",
  "method": "the ωB97M-V functional and the def2-TZVPD basis",
  "largest_force_ev_per_a": 2.9,
  "lumo_ev": [-6.179, -7.993],
  "e_homo_ha": [-0.4924, -0.4851],
  "multiplicity": 2,
  "total_charge": 2,
  "gap_ev": [7.2191, 5.2064],
  "energy_ev": -62489.854,
  "symbols": ["Y", "P", "P", "N", "N", "H", "H", "H", "C", "H", "C", "H", "H", "C", "C", "H", "C", "H", "H", "H", "H", "H", "O", "C", "C", "C", "H", "H", "H", "H", "H", "H", "H", "C", "H", "C", "C", "C", "C", "C", "C", "P", "C", "C", "C", "C", "C", "C", "C", "C", "C", "C", "C", "C", "H", "H", "H", "H", "H", "H", "H", "H", "H", "H", "H", "H", "H", "H", "H"],
  "positions_angstrom": [[-1.124, -0.602, -0.422], [0.369, -3.125, -0.625], [-2.999, 0.870, 1.187], [-0.318, -0.850, -2.472], [-1.739, 1.316, -1.583], [-0.108, 0.255, -4.262], [-0.392, 2.445, -2.792], [0.994, 0.713, -2.930], [-0.039, 0.384, -3.174], [-1.736, 1.675, -3.687], [-1.014, 1.535, -2.849], [0.488, -1.980, -4.158], [-2.848, 3.134, -1.854], [-0.199, -2.073, -3.283], [-2.637, 2.250, -1.195], [1.318, -3.460, -2.769], [0.273, -3.315, -2.476], [-0.289, -4.228, -2.708], [-4.341, 0.465, 1.408], [-2.883, 1.695, 2.355], [-0.300, -4.359, -0.307], [1.732, -3.556, -0.451], [-2.815, -1.912, -0.844], [-3.647, -2.273, -1.735], [-3.655, -3.694, -2.264], [-4.396, -1.280, -2.540], [-1.119, -2.231, -3.828], [-2.596, -3.992, -2.206], [-4.306, -4.442, -1.768], [-3.973, -3.683, -3.331], [-3.841, -0.328, -2.526], [-4.437, -1.729, -3.556], [-5.434, -1.088, -2.228], [-3.355, 2.169, 0.010], [-4.103, 2.939, 0.217], [5.652, -0.844, 2.352], [4.663, -1.842, 2.334], [3.370, -1.551, 1.896], [3.035, -0.239, 1.491], [4.018, 0.761, 1.531], [5.318, 0.457, 1.955], [1.303, 0.090, 1.089], [0.609, 0.249, 2.782], [-0.166, -0.821, 3.289], [-0.708, -0.728, 4.569], [-0.448, 0.392, 5.368], [0.379, 1.416, 4.890], [0.916, 1.340, 3.600], [1.307, 1.775, 0.376], [0.441, 2.799, 0.797], [0.403, 4.011, 0.116], [1.229, 4.230, -0.988], [2.096, 3.219, -1.421], [2.125, 1.997, -0.755], [6.672, -1.079, 2.679], [4.920, -2.856, 2.655], [2.611, -2.337, 1.876], [3.780, 1.784, 1.242], [6.078, 1.243, 1.963], [-0.358, -1.718, 2.686], [-1.334, -1.535, 4.959], [-0.885, 0.476, 6.365], [0.620, 2.280, 5.513], [1.562, 2.137, 3.222], [-0.204, 2.648, 1.660], [-0.286, 4.795, 0.448], [1.195, 5.189, -1.511], [2.751, 3.398, -2.281], [2.806, 1.219, -1.102]],
  "atomic_forces_ev_per_a": [[1.992, -0.864, -0.457], [-0.159, -1.103, -0.467], [-0.801, 0.636, 1.091], [-0.488, -0.269, 0.693], [-0.623, 1.560, 0.004], [0.261, -0.053, 0.115], [-0.539, 0.054, 0.184], [-0.422, 0.019, -0.336], [0.241, 0.079, -0.329], [0.291, -0.103, 0.627], [0.028, 0.059, -0.143], [0.030, 0.364, 0.814], [0.300, -0.909, 0.464], [0.599, 0.388, -0.239], [0.087, 0.139, -0.472], [-0.289, -0.345, -0.002], [0.311, 0.371, -0.348], [0.234, 0.277, -0.086], [0.277, -0.145, 0.095], [0.087, -0.489, -0.355], [0.487, 0.494, 0.164], [-0.759, 0.316, 0.231], [-2.304, -1.093, -1.401], [1.289, -0.198, 0.428], [0.211, 0.046, -0.234], [0.039, 0.289, -0.512], [-0.833, -0.474, 0.145], [-0.462, -0.359, 0.034], [0.429, 0.637, 0.160], [0.271, -0.035, 0.817], [-0.301, -0.270, -0.116], [-0.126, 0.795, 0.537], [0.296, -0.275, 0.126], [0.428, 0.539, -1.211], [0.272, -0.246, -0.046], [-0.394, 0.105, -0.079], [0.171, 0.105, -0.036], [0.140, 0.428, -0.127], [0.886, -0.602, 0.061], [0.065, -0.198, 0.110], [-0.055, -0.226, -0.036], [-0.031, 0.458, 0.731], [-0.188, -0.355, 0.027], [-0.010, 0.735, -0.169], [-0.046, 0.007, 0.288], [0.086, 0.087, -0.231], [0.083, -0.109, -0.220], [-0.269, -0.063, 0.253], [-0.113, 0.273, -0.346], [0.077, -0.323, -0.202], [-0.124, 0.235, -0.175], [-0.033, -0.077, 0.037], [-0.068, 0.160, 0.001], [-0.169, 0.077, 0.090], [-0.522, 0.107, -0.155], [-0.150, 0.367, -0.139], [0.227, 0.185, 0.045], [0.087, -0.278, 0.075], [-0.298, -0.276, 0.027], [0.100, 0.277, 0.126], [0.256, 0.263, -0.135], [0.172, -0.112, -0.337], [-0.134, -0.299, -0.120], [-0.194, -0.257, 0.204], [0.141, 0.046, -0.110], [0.332, -0.269, -0.100], [0.051, -0.318, 0.178], [-0.263, -0.127, 0.371], [-0.173, 0.142, 0.118]]
}